Entry from the Open Molecules 2025 dataset: a 12-piece molecular cluster, C5H34NO13 overall (ωB97M-V/def2-TZVPD).

Values from the calculation:
strongest force on any atom: 0.0469 Eh/bohr
total energy: -33836.255 eV
Kohn-Sham gap: 9.01 eV
ΔE to the lowest compared entry with this formula, charge and spin: 4.683 eV
total charge: +1

Geometry (Å):
O1 0.2312 3.0284 1.2709
C1 0.4254 1.8214 1.0361
C2 1.7832 1.4063 0.6763
C3 2.1234 0.2318 1.5621
C4 3.3955 -0.5174 1.2478
C5 2.5746 -2.8788 0.6443
N1 3.3691 -1.7132 0.3732
H1 -0.4146 1.1617 1.1698
H2 1.9110 1.3313 -0.4080
H3 2.4893 2.2259 0.8632
H4 2.2252 0.6635 2.5833
H5 1.3336 -0.4867 1.7273
H6 4.2334 0.0462 0.7999
H7 3.8107 -0.9717 2.1603
H8 3.0115 -3.7774 0.1986
H9 2.2856 -3.0224 1.6811
H10 3.0395 -1.4039 -0.5342
H11 0.0613 2.4697 -2.8426
H12 0.9231 3.7355 -3.0606
O2 0.2645 3.3403 -2.4847
H13 -3.6690 0.1793 -1.4069
H14 -3.4041 0.1468 0.1018
O3 -3.1495 0.6001 -0.7126
H15 -0.3499 -1.7215 -2.4446
H16 0.1971 -3.0037 -3.0233
O4 0.4331 -2.0793 -2.8746
H17 -0.0668 -2.5164 1.2801
H18 -1.5643 -1.3667 1.3174
O5 -0.7003 -3.0327 1.7795
H19 -2.2315 3.8673 0.0684
H20 -0.8077 3.3417 1.5098
O6 -2.0671 3.7618 1.0424
H21 -1.8131 -3.7231 -0.6772
H22 -2.7824 -3.2727 0.4077
O7 -2.5318 -3.1086 -0.5043
H23 -0.5843 -3.6888 2.4651
H24 1.4508 -2.5530 -0.9455
O8 1.2901 -3.0236 -0.1141
H25 -2.3933 0.6269 2.1661
H26 -3.0124 -1.7325 0.8523
O9 -2.4669 -1.0448 1.2372
H27 2.6300 -0.8132 -2.3522
H28 2.1593 0.0887 -3.3318
O10 1.9520 -0.1187 -2.4090
H29 -2.8666 3.1970 -2.1383
H30 -1.5010 3.8328 -2.3577
O11 -2.2761 3.8671 -1.7543
H31 0.1332 -0.2542 -1.2274
H32 -1.0406 0.7029 -0.7866
O12 -0.6076 -0.1397 -0.6269
H33 -2.5192 1.7213 3.3265
H34 -2.7190 3.0316 1.0255
O13 -2.1978 1.5374 2.4431